# C5H30N2O9

A 9-piece molecular cluster, C5H30N2O9 overall (ωB97M-V with the def2-TZVPD basis set, the Open Molecules 2025 dataset).

Computed properties:
**Largest force on an atom**: 1.57 eV Å⁻¹
**Kohn-Sham gap**: 9.38 eV
**SMILES**: CNCCNCCO.O.O.O.O.O.O.O.O

Last column: natural (NBO) charge in e.
CARTESIAN COORDINATES (ANGSTROEM)
O (0.20860, -3.33097, -0.58803)  -1.02
O (-2.41497, 2.65945, -0.62575)  -1.00
O (-1.59150, 3.21892, 1.93461)  -0.98
O (2.22662, 2.35275, -0.47987)  -0.76
O (-2.02276, 0.44204, -2.16776)  -1.01
O (4.12292, 0.21480, -0.93413)  -1.00
O (2.39494, -2.00753, -1.70191)  -0.98
O (4.22271, 2.24509, 1.65569)  -0.96
O (-0.17559, -1.42321, -2.62350)  -0.98
N (0.47360, 0.51006, 1.67779)  -0.64
N (-2.00955, -2.20862, 1.08962)  -0.66
C (-1.67181, -0.80531, 1.45544)  -0.26
C (0.79234, 0.51081, 0.26096)  -0.26
C (-0.26435, -0.73718, 2.02634)  -0.23
C (0.83081, 1.90486, -0.36926)  -0.09
C (-2.99634, -2.28568, 0.00711)  -0.42
H (3.06895, -1.44135, -1.25682)  0.50
H (-3.12482, -3.33742, -0.26129)  0.20
H (0.33841, 2.68031, 0.21907)  0.19
H (-0.22579, -0.88556, 3.10586)  0.20
H (-4.02112, -1.98163, 0.26867)  0.17
H (-1.27857, -0.16910, -2.41326)  0.51
H (3.48078, 0.79524, -0.49793)  0.51
H (0.71402, -1.41246, -2.20318)  0.51
H (-2.40617, -2.69590, 1.88786)  0.36
H (-2.45326, -0.39986, 2.10527)  0.19
H (0.16387, -0.15923, -0.32720)  0.18
H (-1.28116, 4.07880, 2.22795)  0.46
H (-2.15008, 1.83271, -1.08605)  0.51
H (4.38139, 0.50541, -1.81790)  0.49
H (2.10325, -2.51760, -0.92558)  0.48
H (0.42079, 1.98805, -1.37353)  0.20
H (0.37184, -1.50870, 1.58834)  0.19
H (2.41336, 2.91098, 0.27335)  0.48
H (-1.73528, 3.32222, 0.97755)  0.50
H (3.38358, 1.93746, 2.02465)  0.48
H (1.80484, 0.15844, 0.11791)  0.18
H (-1.76123, -0.19268, 0.55894)  0.21
H (-2.66964, -1.67295, -0.82409)  0.21
H (-0.60834, -2.03004, -2.00021)  0.49
H (4.61496, 1.56005, 1.09914)  0.49
H (-0.10452, 1.28362, 1.98576)  0.38
H (-3.36008, 2.77416, -0.74051)  0.48
H (-2.46015, 0.58628, -3.00842)  0.48
H (0.62440, -4.19088, -0.49896)  0.49
H (-0.36990, -3.07865, 0.17725)  0.51

***

# C5H31NO10S

A 10-piece molecular cluster, C5H31NO10S overall (ωB97M-V with the def2-TZVPD basis set, the Open Molecules 2025 dataset).

Computed properties:
**Net charge**: +1
**2S+1**: 2
**Largest force on an atom**: 3.38 eV Å⁻¹
**Kohn-Sham gap (alpha / beta)**: 9.00 / 3.61 eV

Last column: Mulliken spin population.
CARTESIAN COORDINATES (ANGSTROEM)
S (-3.49956, -0.85816, 0.17594)  0.95
O (-0.17103, -2.87417, 2.41615)  0.00
O (-0.67656, 1.79805, -3.10609)  0.00
O (-1.00328, 2.06999, 2.81381)  0.00
O (0.98256, -3.13676, 0.03218)  0.00
O (2.93554, 0.00287, 2.26376)  0.00
O (-0.30939, -0.79777, -3.66276)  0.00
O (0.55681, -0.49672, 3.37948)  0.00
O (-2.47673, 2.64788, -1.35349)  0.00
O (2.43874, -0.90197, -0.21250)  0.00
O (-0.68934, -2.91171, -2.04697)  0.00
N (0.21427, 1.96635, -0.12033)  0.01
C (0.47217, 0.50552, 0.01125)  -0.01
C (-1.88988, -0.14145, 0.68444)  -0.02
C (1.27821, 2.76374, 0.51351)  0.00
C (1.63758, 0.02853, -0.90039)  0.00
C (-0.83174, -0.24827, -0.37657)  0.06
H (-0.57746, -2.08200, -2.59814)  0.00
H (2.27940, 0.87246, -1.22323)  0.00
H (0.49556, -0.78510, -4.13764)  0.00
H (1.04213, 3.76932, 0.52983)  0.00
H (0.44513, -3.10428, -0.71927)  0.00
H (2.03486, -0.13502, 2.69553)  0.00
H (-0.69624, -3.67658, -2.64313)  0.00
H (3.61004, -0.52273, 2.68472)  0.00
H (1.37988, 2.45976, 1.64437)  0.00
H (-1.90778, 2.53654, -0.52159)  0.00
H (-0.62167, -1.30997, -0.53698)  -0.03
H (-2.10528, 0.94564, 0.93602)  0.01
H (-0.81247, 2.17291, 1.83216)  0.00
H (0.09304, 2.22052, -1.10113)  0.00
H (0.25424, -1.30514, 3.00449)  0.00
H (-3.05902, -1.72814, -0.78878)  -0.01
H (2.69741, -0.59189, 0.75130)  0.00
H (-0.49268, 1.29931, 3.04493)  0.00
H (-1.59906, -0.56043, 1.64476)  0.06
H (-0.50616, 0.10776, -3.34629)  0.00
H (-1.21677, 0.13590, -1.41847)  -0.03
H (0.67702, 0.26683, 1.07736)  0.00
H (-0.71640, 2.37290, -3.87642)  0.00
H (0.27684, -2.99742, 1.49555)  0.00
H (1.59873, -2.42385, -0.03991)  0.00
H (-1.42595, 2.10228, -2.53153)  0.00
H (0.53126, -0.61153, 4.33789)  0.00
H (1.33050, -0.51988, -1.80979)  0.00
H (-3.22648, 2.13224, -1.15459)  0.00
H (2.27431, 2.67833, 0.02334)  0.00
H (-1.02530, -3.13468, 2.23321)  0.00

***

# C5H31NO12

A 11-piece molecular cluster, C5H31NO12 overall (ωB97M-V with the def2-TZVPD basis set, the Open Molecules 2025 dataset).

Computed properties:
**Largest force on an atom**: 2.33 eV Å⁻¹
**Kohn-Sham gap**: 10.42 eV
**SMILES**: CC(=O)N[C@H](C)CO.O.O.O.O.O.O.O.O.O.O

Last column: natural (NBO) charge in e.
CARTESIAN COORDINATES (ANGSTROEM)
O (2.33899, 1.70110, -3.07771)  -0.96
O (4.08459, -1.33145, -1.10303)  -0.94
O (1.60571, 3.57926, -0.86076)  -0.97
O (-0.10712, -1.72736, 3.31788)  -0.98
O (-1.22378, -3.22337, -0.33900)  -0.99
O (0.60826, -0.39921, -3.01394)  -0.98
O (-1.71711, 2.13481, -3.27501)  -0.94
O (-1.39843, -3.80305, 2.30191)  -0.97
O (-1.36417, -0.23785, 0.17540)  -0.76
O (1.20672, 0.97596, -0.06033)  -0.74
O (1.32862, -2.96338, -2.16184)  -0.98
O (-3.44192, -0.52943, -1.59093)  -1.02
N (0.34876, 0.88343, 2.02819)  -0.61
C (-1.35225, 2.52384, 2.65732)  -0.62
C (-0.77834, 1.65864, 1.56458)  -0.10
C (-1.87583, 0.82637, 0.95639)  -0.07
C (1.33112, 0.60184, 1.10283)  0.73
C (2.56665, -0.25371, 1.45304)  -0.71
H (-2.23753, -3.65145, 1.87638)  0.48
H (1.20576, -3.06534, -3.10216)  0.48
H (-2.19384, 3.13636, 2.30938)  0.23
H (-2.43626, 0.29230, 1.73089)  0.17
H (2.85431, -0.14425, 2.53139)  0.23
H (-0.45510, 2.40171, 0.74941)  0.21
H (-2.56098, 1.64447, -3.07157)  0.48
H (2.04965, 2.41274, -2.48749)  0.49
H (-1.62549, -2.50307, 0.13877)  0.48
H (-0.34104, -0.49181, -2.89059)  0.47
H (-2.70117, 1.42572, 0.42641)  0.18
H (-0.29582, -2.69496, 3.15822)  0.50
H (-2.70409, -0.84801, -1.06066)  0.51
H (3.50818, -2.03964, -0.79147)  0.47
H (-1.49474, 2.45030, -2.39429)  0.46
H (3.48946, -0.63846, -1.41731)  0.48
H (-0.66267, 0.11968, -0.39440)  0.49
H (-0.90816, -1.46699, 3.79043)  0.46
H (-1.94614, 1.98906, 3.37777)  0.21
H (0.87850, 0.48408, -2.66717)  0.50
H (-0.79850, -4.07432, 1.59855)  0.51
H (1.14156, 2.73674, -0.91400)  0.49
H (-0.60584, -2.92683, -1.00240)  0.50
H (2.38089, 3.49658, -0.31248)  0.48
H (0.48746, 0.69186, 3.00805)  0.42
H (3.28744, -0.11346, 0.66320)  0.26
H (-4.36411, -0.70261, -1.44858)  0.49
H (-0.53906, 3.12789, 3.10456)  0.23
H (1.36702, -1.99305, -2.00648)  0.50
H (2.22563, -1.27268, 1.32536)  0.24
H (1.83425, 1.80099, -3.90268)  0.48

***

# C5H32NO11

A 11-piece molecular cluster, C5H32NO11 overall (ωB97M-V with the def2-TZVPD basis set, the Open Molecules 2025 dataset).

Computed properties:
**Net charge**: +2
**2S+1**: 2
**Largest force on an atom**: 3.61 eV Å⁻¹
**Kohn-Sham gap (alpha / beta)**: 8.22 / 4.37 eV

Last column: Mulliken spin population.
CARTESIAN COORDINATES (ANGSTROEM)
O (-0.75135, 3.63486, -0.04188)  0.00
O (4.52954, 0.36837, -1.31336)  0.00
O (3.50447, -0.97024, 0.82123)  0.00
O (-2.51933, -1.56743, 0.78573)  0.64
O (0.45552, 2.27861, 3.22979)  0.00
O (-1.75182, -4.12013, -1.20163)  0.00
O (1.09744, -3.15589, 2.30210)  0.00
O (1.49593, 3.66693, 1.22951)  0.00
O (-0.98545, 1.92646, -3.61740)  0.00
O (-0.29310, -0.91595, 2.80684)  0.00
O (-2.89594, -1.94808, -2.34116)  0.03
N (-1.67167, 1.34370, -1.09592)  0.00
C (-2.16602, -0.44008, 0.63650)  0.05
C (0.12162, -0.44094, -0.45025)  0.03
C (0.66477, -0.59172, -1.88815)  0.05
C (-1.38886, -0.15376, -0.67683)  0.10
C (0.91126, 0.54414, 0.36145)  0.01
H (-2.27688, 0.31502, 1.43548)  0.08
H (2.06783, -3.18471, 2.16731)  0.00
H (-0.56118, -0.93865, 3.73607)  0.00
H (-0.83855, -4.46274, -0.99925)  0.00
H (-3.80609, -2.25044, -2.40823)  0.00
H (1.61246, -0.05472, 1.05022)  0.00
H (1.74072, -0.60961, -1.78700)  0.00
H (0.57280, -1.65241, -2.33771)  0.00
H (-1.20477, 1.54439, -2.02256)  0.00
H (0.05645, 3.64493, 0.54736)  0.00
H (-0.21856, 2.46451, -3.86675)  0.00
H (1.30016, 2.92074, 1.80303)  0.00
H (5.03805, 1.14730, -1.08876)  0.00
H (1.39254, 1.35113, -0.18676)  0.00
H (-2.64996, 1.59670, -1.00208)  0.00
H (0.10343, -1.76322, 2.54419)  0.00
H (-0.34180, 2.25861, 3.76039)  0.00
H (3.82396, 0.68802, -1.89077)  0.00
H (-1.18498, 1.39323, -4.39061)  0.00
H (-1.31583, 4.31782, 0.31741)  0.00
H (0.01238, -1.39840, 0.06791)  0.00
H (3.82470, -0.31809, 0.17801)  0.00
H (3.98537, -1.77949, 0.59165)  0.00
H (-2.39882, -2.73679, -1.95888)  0.00
H (-1.15526, 2.05328, -0.40568)  0.00
H (0.99849, 1.58290, 3.61718)  0.00
H (2.08437, 4.32556, 1.61059)  0.00
H (0.14329, 0.83734, 1.08465)  0.01
H (0.91680, -3.79560, 2.99285)  0.00
H (-1.79394, -0.86175, -1.49814)  0.00
H (0.34103, 0.15952, -2.56726)  0.00
H (-1.95540, -3.81734, -0.30242)  0.00

***

# C5H32NO12

C5H32NO12 as an isolated structure (ωB97M-V with the def2-TZVPD basis set, the Open Molecules 2025 dataset).

Computed properties:
**Net charge**: +1
**Largest force on an atom**: 1.92 eV Å⁻¹
**Kohn-Sham gap**: 9.89 eV

Last column: natural (NBO) charge in e.
CARTESIAN COORDINATES (ANGSTROEM)
O (3.83250, -2.25201, 0.61610)  -0.94
O (0.54371, 2.34601, -2.76957)  -0.62
O (-1.67629, 4.00686, 0.73096)  -0.86
O (-2.15993, 1.18737, -0.70736)  -0.98
O (-3.18610, 1.99600, 1.74974)  -0.98
O (3.60257, 0.79823, 1.25694)  -0.96
O (2.71386, -0.11585, -2.92499)  -0.94
O (-0.86961, 3.57021, -1.51660)  -0.64
O (-2.21736, -2.26919, -1.83167)  -0.97
O (-1.50139, -2.67807, 1.01044)  -0.94
O (0.76605, -1.95605, -3.10813)  -0.98
O (-3.82990, -0.77517, 1.96584)  -0.94
N (1.02080, -3.98566, -0.06356)  -1.11
C (1.06092, 2.41234, -0.53842)  -0.57
C (0.58235, 1.76328, 0.71059)  -0.23
C (0.40996, -0.26941, 2.16748)  -0.66
C (0.81150, 0.48815, 0.94383)  -0.10
C (0.09667, 2.81760, -1.63993)  0.89
H (-4.13824, 1.99117, 1.89027)  0.50
H (1.23249, -0.14935, 0.17044)  0.21
H (-1.76630, -1.83296, -2.55767)  0.48
H (3.74161, -1.53680, -0.02085)  0.48
H (0.19256, 2.46174, 1.43878)  0.17
H (-2.05483, -2.92921, 1.75388)  0.47
H (-0.49653, -0.83115, 1.98884)  0.22
H (1.13397, -2.34095, -2.29874)  0.49
H (2.15156, -0.14569, -3.70911)  0.47
H (4.12921, -1.85567, 1.43691)  0.46
H (1.93181, -4.35799, 0.17380)  0.38
H (-0.96519, 4.29814, 1.30180)  0.53
H (-2.17750, 3.18362, 0.99199)  0.56
H (0.58846, -3.62818, 0.77741)  0.38
H (-1.99782, 0.24163, -0.80740)  0.50
H (-1.59134, -2.74054, -1.27046)  0.49
H (1.27498, -0.87394, 2.44724)  0.22
H (1.80884, 1.81352, -1.07069)  0.28
H (-2.98977, 1.43225, -1.12809)  0.49
H (-1.79122, -1.80273, 0.73285)  0.48
H (-3.55894, -0.22892, 2.71296)  0.48
H (-3.44903, -1.63990, 2.11912)  0.47
H (3.52426, 0.20524, 2.00386)  0.47
H (0.26792, -2.65761, -3.53886)  0.49
H (0.02030, 2.51740, -3.56660)  0.52
H (0.23767, 0.35961, 3.04735)  0.21
H (2.43877, -0.98710, -2.60497)  0.46
H (1.68288, 3.32019, -0.40298)  0.25
H (0.50552, -4.78568, -0.40776)  0.36
H (4.36767, 1.36988, 1.35283)  0.49
H (-2.93743, 1.15818, 1.33503)  0.52
H (-1.31663, 3.88717, -0.34289)  0.52

***

# C5H33N2O10

A 11-piece molecular cluster, C5H33N2O10 overall (ωB97M-V with the def2-TZVPD basis set, the Open Molecules 2025 dataset).

Computed properties:
**2S+1**: 2
**Largest force on an atom**: 3.33 eV Å⁻¹
**Kohn-Sham gap (alpha / beta)**: 2.37 / 8.56 eV

Last column: Mulliken spin population.
CARTESIAN COORDINATES (ANGSTROEM)
O (-0.49043, -2.27004, 1.95525)  -0.20
O (-3.83500, -0.06157, -2.16864)  0.07
O (-0.20268, -1.20304, -1.92889)  -0.12
O (-1.46451, -1.50618, -4.36889)  -0.10
O (3.01776, -1.31339, 1.39623)  0.07
O (1.14881, -0.23260, -4.05967)  0.16
O (1.83755, 2.55963, -0.12710)  -0.05
O (3.57094, 2.13344, 1.95413)  0.01
O (3.10434, 4.61671, -0.95692)  -0.01
O (1.03064, -4.62355, -0.18747)  0.23
N (0.40525, -0.04074, 0.45439)  0.96
N (1.56390, 0.43603, 3.14951)  0.14
C (-2.68200, 0.04325, 0.87480)  0.07
C (0.22736, 0.71650, 2.81757)  0.02
C (-0.30394, 0.45781, 1.61106)  0.24
C (-4.01647, 0.76316, 0.66270)  -0.01
C (-1.65372, 1.06567, 1.38665)  -0.19
H (0.91273, -0.91024, 0.63241)  0.04
H (-0.30681, -0.04910, -0.34020)  -0.07
H (0.66055, -1.30613, -2.38411)  0.01
H (-1.39895, -2.34681, -4.79715)  -0.01
H (-1.19536, -2.64629, 1.41803)  0.05
H (-1.64663, 1.95459, 0.76159)  -0.02
H (-2.92027, -0.83968, 1.52047)  0.04
H (3.11591, 4.18910, -1.83845)  0.00
H (-4.87522, 0.13627, 0.61432)  -0.01
H (2.88937, 1.47763, 2.04558)  0.03
H (-0.87874, -1.39451, -2.59628)  0.04
H (-4.18793, 1.28670, 1.59824)  0.00
H (2.03360, -0.27371, 2.59681)  -0.10
H (-2.05290, 1.55960, 2.29830)  0.01
H (1.03403, -4.70014, -1.17058)  -0.01
H (-0.47080, -2.71688, 2.81136)  0.08
H (1.12910, 0.64418, 0.02267)  -0.26
H (0.35958, -0.53991, -4.53987)  0.03
H (4.01382, 2.20150, 2.81530)  -0.03
H (-2.38313, -0.51592, -0.02370)  0.03
H (1.80546, 0.54170, 4.11130)  -0.05
H (1.72965, -5.25084, 0.00851)  -0.11
H (2.30993, 3.43584, -0.31015)  0.01
H (4.05976, 4.58898, -0.77208)  -0.01
H (-2.31731, -1.11364, -4.13491)  0.07
H (2.92982, -2.25707, 1.11860)  0.07
H (3.53087, -0.87428, 0.73086)  0.01
H (-4.01562, 1.66830, 0.00142)  -0.01
H (-4.19955, -0.57825, -2.90825)  -0.03
H (-4.63683, 0.30468, -1.76747)  0.01
H (2.14765, 2.39266, 0.73606)  -0.02
H (-0.33384, 1.18747, 3.60890)  0.00
H (1.90026, -0.79691, -4.33222)  -0.09

***

Among the records above, which one has the lowest largest force on an atom? C5H30N2O9

***

Look up the largest force on an atom of the second one. 3.38 eV Å⁻¹

***

Which of these has the highest largest force on an atom? C5H32NO11